C3H8N2O2 in the gas phase in a non-equilibrium geometry. Source: the OMol25 dataset; level of theory: wB97M-V/def2-TZVPD.

Geometry as XYZ:
```
15
Properties=species:S:1:pos:R:3:forces:R:3:nbo_charge:R:1
O -2.72370 -1.59754 -0.25425 -1.6 0.7 0.0 -0.576
O -0.86271 -2.26878 -1.33341 1.3 4.1 1.2 -0.726
N -1.04944 -0.05706 -0.76394 -0.3 -2.4 0.9 -0.657
N 1.98443 1.40016 1.19111 1.2 -2.9 -1.0 -0.850
C 0.26821 0.25351 -0.46841 4.1 2.8 -1.3 -0.233
C 0.58091 1.03703 0.89129 -0.4 -3.0 1.9 -0.208
C -1.69442 -1.25815 -0.72905 3.2 -2.3 -0.6 0.899
H 2.24805 1.78945 2.12957 -1.2 -0.7 -1.2 0.381
H -1.60708 0.67305 -0.97456 -2.3 2.8 -0.3 0.395
H 2.42297 0.41933 1.11339 0.0 2.3 0.5 0.346
H 0.98980 -0.51487 -0.64165 -0.1 -1.5 0.7 0.224
H 0.20191 0.29215 1.71421 0.2 1.3 -1.2 0.151
H 0.67923 0.84153 -1.35407 -0.6 0.3 1.1 0.191
H 0.03010 1.91325 0.97897 -1.4 1.5 -0.1 0.184
H -1.46823 -2.92308 -1.49918 -2.1 -3.0 -0.4 0.479
```
Positions in Å, forces in eV/Å.

E_tot = -379.0629 a.u.
energy relative to the best compared isomer or geometry (same formula, charge and spin) = 49.01 kcal/mol
E_HOMO = -9.36 eV
structure (SMILES) = NCCNC(=O)O
Kohn-Sham gap = 10.2 eV
net charge = 0

=====

3 unconnected molecules or ions with the total composition C3H8N2O2 in a non-equilibrium geometry. Source: the OMol25 dataset; level of theory: wB97M-V/def2-TZVPD.

Geometry as XYZ:
```
15
Properties=species:S:1:pos:R:3:forces:R:3:nbo_charge:R:1
O 0.50093 -2.30665 0.60037 -1.3 1.4 -0.4 -0.959
O 2.53644 -0.32591 0.41694 1.0 0.7 -0.1 -0.987
N -0.10186 1.28858 0.12473 -2.0 -1.8 -4.8 -0.522
N -2.35902 1.28812 -0.06944 2.6 1.8 0.2 -0.469
C -1.23019 1.92822 0.38275 -1.4 -0.2 4.2 0.183
C -1.82246 0.35388 -0.92513 2.3 1.7 -0.1 -0.093
C -0.39366 0.39195 -0.88405 -2.8 -1.0 -2.4 -0.174
H 1.80602 -0.93802 0.36348 -0.4 -0.8 0.0 0.501
H -0.42588 -2.03691 0.81164 1.1 -0.3 -0.4 0.494
H -1.01411 2.64392 1.23822 -1.7 -0.5 -1.1 0.190
H 0.65385 -3.11445 1.05125 0.2 -1.2 0.7 0.477
H 0.12383 0.27481 -1.90563 0.1 -0.4 2.4 0.238
H -2.42099 0.08417 -1.77187 -0.2 -0.9 0.0 0.206
H 0.80304 1.27258 0.40383 3.3 1.2 1.5 0.439
H 3.34406 -0.80428 0.16292 -0.7 0.2 0.1 0.476
```
Positions in Å, forces in eV/Å.

E_tot = -379.0428 a.u.
energy relative to the best compared isomer or geometry (same formula, charge and spin) = 61.65 kcal/mol
E_HOMO = -8.57 eV
structure (SMILES) = c1c[nH]cn1.O.O
Kohn-Sham gap = 9.2 eV
net charge = 0

=====

C3H8N2O2 in the gas phase in a non-equilibrium geometry. Source: the OMol25 dataset; level of theory: wB97M-V/def2-TZVPD.

Geometry as XYZ:
```
15
Properties=species:S:1:pos:R:3:forces:R:3:nbo_charge:R:1
O 2.07166 -0.73320 1.56492 0.5 0.0 -0.1 -0.625
O 0.28824 -1.73434 0.61744 -0.4 -0.3 -0.3 -0.709
N -1.76640 1.03943 -2.15575 -0.7 -0.8 0.1 -0.878
N 0.25469 0.49993 0.91360 0.3 -1.0 -0.2 -0.633
C 0.98872 -0.66619 1.05345 -0.7 -0.1 0.2 0.883
C -0.93024 0.56350 0.09061 -0.9 0.7 -1.3 -0.226
C -0.59994 0.68657 -1.41227 0.4 1.3 0.9 -0.210
H 0.90751 1.24459 0.72293 -0.1 0.4 0.4 0.396
H -1.67608 -0.21986 0.16191 0.5 -0.7 0.7 0.221
H -2.56684 1.34762 -1.63353 0.1 0.2 -0.2 0.370
H 0.13634 1.50534 -1.45065 0.3 -0.2 -0.2 0.148
H 0.81473 -2.54416 0.65088 0.2 0.3 0.3 0.505
H -0.11634 -0.23088 -1.72808 0.0 -0.2 -0.3 0.185
H -1.51287 1.44023 0.39541 0.3 0.2 0.0 0.190
H -1.72532 1.31400 -3.11683 0.1 0.1 0.1 0.382
```
Positions in Å, forces in eV/Å.

E_tot = -379.1151 a.u.
energy relative to the best compared isomer or geometry (same formula, charge and spin) = 16.23 kcal/mol
E_HOMO = -9.05 eV
structure (SMILES) = NCCNC(=O)O
Kohn-Sham gap = 9.8 eV
net charge = 0

=====

2 unconnected molecules or ions with the total composition C3H8N2O2 in a non-equilibrium geometry. Source: the OMol25 dataset; level of theory: wB97M-V/def2-TZVPD.

Geometry as XYZ:
```
15
Properties=species:S:1:pos:R:3:forces:R:3:nbo_charge:R:1
O 1.42286 0.66908 -1.19172 -0.3 1.3 -2.1 -0.534
O -1.17861 -0.64633 0.51519 -0.1 0.6 0.2 -0.399
N -0.58302 0.47483 1.09209 1.5 -0.4 -1.3 0.012
N -0.96068 1.68107 0.53409 0.1 0.8 2.5 -0.678
C 1.34896 0.17287 -0.14921 -0.1 -1.0 2.0 0.605
C -1.80929 -0.47242 -0.75915 -1.5 0.9 1.7 -0.292
C 2.13105 -0.95148 0.43635 -1.0 -1.2 0.1 -0.775
H -2.89935 -0.06506 -0.51570 2.3 -0.7 -1.2 0.200
H 1.30204 -1.56373 0.83963 0.6 0.2 0.5 0.259
H 2.72643 -0.50512 1.23004 0.1 -0.4 0.1 0.251
H -1.17910 0.15130 -1.39499 -0.5 0.1 -0.2 0.181
H -1.77835 -1.47817 -1.12450 -0.6 -0.4 -0.6 0.204
H 2.68189 -1.65320 -0.23364 0.0 1.1 0.1 0.226
H -0.81366 1.85899 -0.44671 0.5 -0.1 -0.4 0.358
H -0.41118 2.32736 1.16824 -1.1 -0.6 -1.5 0.383
```
Positions in Å, forces in eV/Å.

E_tot = -378.8941 a.u.
energy relative to the best compared isomer or geometry (same formula, charge and spin) = 154.96 kcal/mol
E_HOMO (alpha / beta) = -7.45 / -7.27 eV
Kohn-Sham gap (alpha / beta) = 8.1 / 8.1 eV
net charge = 0

=====

C3H8N2O2 in the gas phase in a non-equilibrium geometry. Source: the OMol25 dataset; level of theory: wB97M-V/def2-TZVPD.

Geometry as XYZ:
```
15
Properties=species:S:1:pos:R:3:forces:R:3:lowdin_spin:R:1
O 0.94201 0.40003 -0.61314 1.6 0.7 -2.0 0.335
O -0.68319 0.39376 1.18350 0.9 -0.1 0.0 0.145
N -1.55812 0.36585 -2.15886 -1.3 -2.0 2.4 0.065
N -1.22368 1.21715 -1.03883 0.8 -0.7 2.4 0.081
C 2.13893 -0.04573 -0.15207 -1.1 -1.3 3.2 0.691
C -0.06849 -0.72573 1.97876 0.0 1.9 -2.0 0.031
C -0.30214 0.56361 -0.11388 -2.6 -0.5 -0.2 0.530
H -1.06451 0.70003 -2.89610 1.7 1.6 -2.8 0.003
H 2.08282 -0.61418 0.83366 0.4 0.9 -1.5 0.046
H 0.95154 -0.34214 2.22902 -1.0 -0.9 0.3 0.001
H -0.77582 -0.76094 2.78282 0.2 -0.4 0.7 0.001
H -2.07953 1.47217 -0.48823 1.1 -0.6 -0.9 0.001
H -1.14714 -0.58522 -2.02814 -0.7 0.9 0.4 0.009
H 2.86297 -0.41385 -0.84910 -0.1 0.3 -0.8 0.053
H -0.07565 -1.62481 1.33059 0.2 0.3 0.6 0.009
```
Positions in Å, forces in eV/Å.

E_tot = -378.8549 a.u.
spin multiplicity = 3
energy relative to the best compared isomer or geometry (same formula, charge and spin) = 67.39 kcal/mol
E_HOMO (alpha / beta) = -5.54 / -9.38 eV
Kohn-Sham gap (alpha / beta) = 6.5 / 9.4 eV
net charge = 0

=====

A gas-phase ion, C3H8N2O2 (charge +1) in a non-equilibrium geometry. Source: the OMol25 dataset; level of theory: wB97M-V/def2-TZVPD.

Geometry as XYZ:
```
15
Properties=species:S:1:pos:R:3:forces:R:3:lowdin_spin:R:1
O -0.71957 0.49561 1.66651 -0.5 0.9 -0.6 0.094
O 1.81321 0.39963 0.12415 -0.3 0.0 0.2 0.012
N 1.47272 -1.83470 -0.03957 -1.2 -0.9 -0.7 0.014
N -0.65709 1.02985 -0.58109 1.6 -0.4 -0.2 0.680
C 1.12941 -0.55203 -0.19504 2.1 0.4 0.6 0.047
C -1.39122 1.22153 0.66612 -1.2 -2.0 -0.1 0.033
C -0.16191 -0.26291 -0.94399 -1.2 -1.0 -1.5 0.069
H -0.91305 -1.05539 -0.93730 -0.2 0.2 0.9 0.005
H 0.10747 -0.28576 -2.00897 0.2 0.6 0.1 0.012
H -1.64030 2.26946 0.78900 0.3 0.1 0.4 0.001
H 0.03516 1.01120 1.93101 0.9 0.3 0.5 0.002
H -2.27849 0.58486 0.54801 -0.3 0.7 -0.2 0.015
H 0.93433 -2.53223 -0.52836 -0.2 -0.1 0.2 0.000
H 2.26852 -2.22448 0.43924 0.3 0.8 0.1 0.002
H 0.00081 1.73538 -0.92973 -0.4 0.4 0.2 0.014
```
Positions in Å, forces in eV/Å.

E_tot = -378.7787 a.u.
spin multiplicity = 2
energy relative to the best compared isomer or geometry (same formula, charge and spin) = 22.60 kcal/mol
E_HOMO (alpha / beta) = -14.93 / -14.92 eV
Kohn-Sham gap (alpha / beta) = 11.8 / 6.5 eV
net charge = +1

=====

3 unconnected molecules or ions with the total composition C3H8N2O2 in a non-equilibrium geometry. Source: the OMol25 dataset; level of theory: wB97M-V/def2-TZVPD.

Geometry as XYZ:
```
15
Properties=species:S:1:pos:R:3:forces:R:3:lowdin_spin:R:1
O 1.76754 4.06730 4.17701 0.7 0.8 -1.0 0.000
O 1.10346 4.37315 -2.97982 -0.4 1.0 0.2 0.000
N 0.20528 -3.27566 0.06808 -1.1 0.2 0.3 0.024
N -1.64925 -3.22068 -1.18437 -1.1 0.7 -0.2 0.058
C -1.88555 -2.39364 -0.14621 -0.2 -0.9 0.1 0.367
C -0.72437 -2.53968 0.68246 1.7 -0.1 0.1 0.249
C -0.38619 -3.69572 -1.05474 1.4 -0.2 0.4 0.276
H 0.18440 -4.31424 -1.73405 -0.6 -0.1 -0.4 0.008
H -0.50721 -2.18336 1.67848 -0.4 0.4 0.0 0.007
H -2.80488 -1.86115 0.04390 -0.1 0.0 -0.2 0.013
H 1.18697 5.34077 -3.09624 -0.1 -0.8 0.1 0.000
H 1.85316 4.01839 -3.44502 0.5 -0.2 -0.3 0.000
H 1.71950 4.34354 5.08202 -0.2 0.0 1.0 0.000
H -2.34476 -3.46966 -1.88339 0.3 0.1 -0.1 -0.001
H 2.28192 4.81065 3.79190 -0.5 -0.8 0.0 0.000
```
Positions in Å, forces in eV/Å.

E_tot = -378.7700 a.u.
spin multiplicity = 2
energy relative to the best compared isomer or geometry (same formula, charge and spin) = 28.03 kcal/mol
E_HOMO (alpha / beta) = -13.14 / -13.14 eV
Kohn-Sham gap (alpha / beta) = 8.8 / 4.7 eV
net charge = +1

=====

A gas-phase ion, C3H8N2O2P (charge -1) in a non-equilibrium geometry. Source: the OMol25 dataset; level of theory: wB97M-V/def2-TZVPD.

Geometry as XYZ:
```
16
Properties=species:S:1:pos:R:3:forces:R:3:nbo_charge:R:1
P -2.14924 -0.17776 0.07406 1.4 1.2 2.3 2.273
O -2.31829 -0.84380 1.37466 1.7 -0.3 0.7 -1.087
O -3.28716 -0.27017 -0.78406 -1.9 0.3 -3.4 -1.098
N 0.90638 -0.59421 -1.09460 -0.7 1.0 1.1 -0.745
N -1.33420 1.32658 0.09135 -1.0 -1.7 -1.4 -0.941
C 0.03782 1.29916 0.60474 0.2 0.1 -1.3 -0.265
C 1.17865 0.61683 -0.37626 0.4 -0.4 0.3 -0.245
C 1.19898 -1.76927 -0.27778 -4.4 0.2 0.1 -0.448
H 2.00766 0.47293 0.36648 -0.2 0.1 -0.2 0.129
H 0.85046 -1.64856 0.78201 0.7 0.0 -0.2 0.145
H 1.57515 1.37941 -1.08956 -0.7 0.0 0.4 0.152
H 2.18976 -2.14854 -0.30764 1.2 -0.5 -0.2 0.143
H 0.27772 2.39141 0.54725 0.4 -0.9 1.2 0.185
H -0.01429 0.72129 1.58796 0.3 1.3 -1.1 0.215
H 0.36847 -2.47695 -0.62389 1.8 -0.1 0.3 0.189
H -1.48787 1.72168 -0.87472 0.7 -0.4 1.3 0.397
```
Positions in Å, forces in eV/Å.

E_tot = -720.4567 a.u.
energy relative to the best compared isomer or geometry (same formula, charge and spin) = 88.55 kcal/mol
E_HOMO (alpha / beta) = -2.69 / -2.68 eV
Kohn-Sham gap (alpha / beta) = 6.3 / 6.3 eV
net charge = -1

=====

C3H8N2OS in the gas phase in a non-equilibrium geometry. Source: the OMol25 dataset; level of theory: wB97M-V/def2-TZVPD.

Geometry as XYZ:
```
15
Properties=species:S:1:pos:R:3:forces:R:3:nbo_charge:R:1
S -2.89396 0.11558 -0.72553 0.7 -0.2 -0.1 -0.208
O 1.74168 -0.31459 0.03227 1.1 0.6 -1.0 -0.743
N 0.00846 1.57844 0.80907 -0.3 0.7 -1.2 -0.819
N -0.47994 -0.36916 -1.70259 2.0 -0.6 -0.7 -0.776
C -0.49639 0.20606 0.69040 0.0 -0.3 -0.7 -0.140
C -1.23486 -0.08128 -0.66899 -1.2 0.9 1.3 0.131
C 0.72065 -0.71301 0.87395 -1.1 -0.4 1.8 -0.077
H -0.65844 2.28049 0.41889 0.4 -1.0 0.6 0.374
H 0.53983 -0.47201 -1.57570 -0.9 0.2 -0.1 0.417
H -1.26931 -0.04742 1.43484 0.5 0.4 -0.1 0.231
H 2.51989 -0.80188 0.29231 0.5 0.0 -0.1 0.486
H 0.43564 -1.72785 0.61876 -0.3 -0.4 0.2 0.168
H 0.82721 1.64198 0.17630 -0.6 0.0 0.7 0.365
H -0.84162 -0.60473 -2.61354 -0.4 0.2 0.2 0.408
H 1.08117 -0.69061 1.93956 -0.6 0.1 -0.8 0.182
```
Positions in Å, forces in eV/Å.

E_tot = -702.0402 a.u.
energy relative to the best compared isomer or geometry (same formula, charge and spin) = 23.39 kcal/mol
E_HOMO = -8.13 eV
structure (SMILES) = NC(=S)[C@H](N)CO
Kohn-Sham gap = 8.5 eV
net charge = 0

=====

C3H8N2OS in the gas phase in a non-equilibrium geometry. Source: the OMol25 dataset; level of theory: wB97M-V/def2-TZVPD.

Geometry as XYZ:
```
15
Properties=species:S:1:pos:R:3:forces:R:3:nbo_charge:R:1
S 1.20525 0.67284 2.72339 -0.5 -0.6 -0.5 -0.105
O 0.37713 -1.91198 -0.93659 -2.4 2.6 -1.1 -0.656
N -0.87503 -0.50257 -2.29082 0.1 -1.2 0.2 -0.830
N -0.64057 1.33790 -0.31853 5.1 3.8 0.6 -0.862
C 0.92968 -0.07354 1.00375 -0.3 -1.3 2.0 -0.487
C -0.36025 0.07637 0.23364 -0.7 -1.2 -1.3 -0.142
C -0.32895 -0.85844 -1.07964 2.9 -2.9 1.6 0.671
H -1.34421 1.94060 -0.13831 -4.8 0.6 0.8 0.378
H -0.03512 2.08166 0.20266 0.2 -1.9 -1.5 0.358
H 1.07443 -1.12457 1.19370 -0.5 -0.5 0.1 0.262
H 1.51700 -0.48645 3.40489 -0.4 0.7 -0.7 0.145
H -0.80059 -1.27061 -3.01431 -0.2 1.6 1.3 0.420
H -1.45592 0.33000 -2.44073 0.7 -0.8 0.3 0.421
H 1.81266 0.08021 0.51488 2.0 1.3 -1.9 0.219
H -1.07549 -0.29142 0.94202 -1.1 -0.3 0.1 0.208
```
Positions in Å, forces in eV/Å.

E_tot = -701.9957 a.u.
energy relative to the best compared isomer or geometry (same formula, charge and spin) = 51.36 kcal/mol
E_HOMO = -9.24 eV
structure (SMILES) = NC(=O)[C@H](N)CS
Kohn-Sham gap = 10.0 eV
net charge = 0

=====

C3H8N2OS in the gas phase in a non-equilibrium geometry. Source: the OMol25 dataset; level of theory: wB97M-V/def2-TZVPD.

Geometry as XYZ:
```
15
Properties=species:S:1:pos:R:3:forces:R:3:nbo_charge:R:1
S 3.00485 -0.54913 -0.06215 -0.2 0.8 -0.2 0.192
O 1.62964 1.86206 0.20768 -0.5 0.4 -0.2 -0.565
N 0.38718 1.22061 -0.04497 0.7 -0.2 0.8 -0.351
N 1.38080 -0.96411 0.18800 -0.2 -0.3 0.8 -0.620
C -0.95091 -0.60475 0.64611 -0.9 -0.5 0.4 -0.462
C -1.97658 -0.37198 -0.49352 1.0 0.8 -0.6 -0.608
C 0.42796 -0.14922 0.33304 -0.2 1.5 -1.4 0.396
H -1.34993 -0.08789 1.53745 0.5 -0.3 0.0 0.210
H 3.29268 -1.73962 -0.53618 0.3 -0.7 -0.1 0.093
H -1.80063 -1.13518 -1.23386 -0.1 -0.2 -0.5 0.215
H -0.74704 -1.65494 0.86203 -0.9 -0.1 0.2 0.242
H -3.02966 -0.36939 -0.22928 0.1 -0.2 0.4 0.216
H -0.35510 1.69849 0.47529 0.5 0.1 -0.1 0.354
H -1.76561 0.60736 -0.99628 -0.3 -0.8 0.4 0.211
H 1.85235 2.23768 -0.65338 0.1 -0.1 0.1 0.477
```
Positions in Å, forces in eV/Å.

E_tot = -701.9569 a.u.
energy relative to the best compared isomer or geometry (same formula, charge and spin) = 75.71 kcal/mol
E_HOMO = -8.21 eV
structure (SMILES) = CC/C(=N/S)NO
Kohn-Sham gap = 9.1 eV
net charge = 0

=====

C3H8N2OS in the gas phase in a non-equilibrium geometry. Source: the OMol25 dataset; level of theory: wB97M-V/def2-TZVPD.

Geometry as XYZ:
```
15
Properties=species:S:1:pos:R:3:forces:R:3:nbo_charge:R:1
S -3.06710 -0.42121 -0.01857 0.4 2.3 0.4 -0.075
O 2.78437 -0.97351 -0.47281 -2.7 2.4 1.8 -0.637
N 1.59240 0.91201 -1.17187 -0.6 -1.2 2.7 -0.885
N 0.95866 -0.15580 0.85991 -1.0 -0.3 -0.3 -0.653
C -0.54981 0.17717 0.70135 3.2 0.7 0.6 -0.216
C -1.25801 -0.85427 -0.03210 -2.4 -1.2 1.6 -0.500
C 1.86832 -0.14129 -0.20780 1.2 -0.8 -3.3 0.778
H 0.85756 1.53125 -0.72831 2.1 -0.1 -1.6 0.379
H -0.97746 -0.82517 -1.02211 0.9 -0.6 -2.1 0.223
H 1.00471 -1.01738 1.38176 0.5 -0.1 0.0 0.389
H -0.57190 1.04985 0.06564 -0.4 0.7 0.6 0.185
H -0.96945 0.31413 1.70251 0.3 0.4 -0.2 0.222
H -1.16931 -1.84242 0.46839 -0.1 0.5 -0.6 0.227
H -2.92954 1.04972 0.19157 -0.1 -2.7 -0.4 0.137
H 2.42656 1.19693 -1.71756 -1.3 0.1 0.8 0.424
```
Positions in Å, forces in eV/Å.

E_tot = -702.0285 a.u.
energy relative to the best compared isomer or geometry (same formula, charge and spin) = 30.76 kcal/mol
E_HOMO = -9.60 eV
structure (SMILES) = NC(=O)NCCS
Kohn-Sham gap = 10.2 eV
net charge = 0

=====

- Among the records above, which one has the lowest E_tot?
  C3H8N2O2P

=====

- What is the formula in the fifth record?
  C3H8N2O2

=====

- net charge of number 8 (C3H8N2O2P)?
  -1